1.
Below is a cluster of 10 separate species, H20O10 in total, with properties calculated with ωB97M-V/def2-TZVPD.

Computed properties:
orbital gap = 11.54 eV
energy = -20798.8429 eV
structure (SMILES) = O.O.O.O.O.O.O.O.O.O
2S+1 = 1
energy relative to the best compared isomer or geometry (same formula, charge and spin) = 86.9 kcal per mole
HOMO = -11.3 eV

Atoms and positions in Å:
O  -6.621  -0.149  3.740
H  -5.676  -0.060  3.616
H  -6.825  0.445  4.462
O  0.203  -4.831  2.110
H  0.577  -4.284  1.419
H  -0.705  -4.970  1.840
O  -7.063  -1.535  -2.063
H  -6.995  -2.487  -2.132
H  -6.787  -1.338  -1.168
O  5.619  -2.173  0.111
H  6.182  -1.577  0.606
H  5.400  -1.689  -0.685
O  -0.945  -0.343  -1.143
H  -0.128  0.013  -1.491
H  -1.200  0.271  -0.454
O  4.725  1.193  -3.682
H  5.509  1.551  -4.099
H  4.218  0.820  -4.404
O  1.879  1.952  5.023
H  1.181  2.342  4.496
H  2.442  2.689  5.259
O  2.340  -2.080  -6.458
H  2.756  -2.497  -7.213
H  1.716  -2.732  -6.137
O  2.287  3.244  -0.085
H  2.968  3.474  0.547
H  2.767  2.931  -0.851
O  -3.134  3.581  3.011
H  -2.929  4.166  2.282
H  -3.759  4.072  3.544

***

2.
Below is an isolated molecule of C13H8N8, with properties calculated with ωB97M-V/def2-TZVPD.

Computed properties:
orbital gap = 8.69 eV
energy = -25529.3631 eV
structure (SMILES) = Cc1cc2nnc(-c3ccc(C#N)cc3)n2c2nnnn12
2S+1 = 1
energy relative to the best compared isomer or geometry (same formula, charge and spin) = 0.0 kcal per mole
HOMO = -9.2 eV

Atoms and positions in Å:
C  1.375  -4.763  0.595
C  0.835  -3.396  0.671
C  0.221  -2.933  1.812
C  -0.305  -1.576  1.768
N  -1.002  -0.926  2.671
N  -1.281  0.343  2.215
C  -0.729  0.476  1.024
C  -0.733  1.726  0.221
C  -1.878  2.548  0.236
C  -1.859  3.780  -0.467
C  -0.713  4.200  -1.190
C  -0.754  5.451  -1.896
N  -0.795  6.389  -2.589
C  0.432  3.383  -1.200
C  0.404  2.153  -0.494
N  -0.136  -0.736  0.684
C  0.520  -1.247  -0.429
N  0.680  -0.741  -1.623
N  1.361  -1.689  -2.324
N  1.556  -2.770  -1.666
N  0.985  -2.554  -0.443
H  2.474  -4.734  0.385
H  0.912  -5.328  -0.233
H  1.210  -5.311  1.536
H  0.119  -3.609  2.683
H  -2.761  2.279  0.806
H  -2.768  4.332  -0.516
H  1.319  3.740  -1.754
H  1.310  1.510  -0.482

***

3.
Below is a cluster of 2 separate species, C6H11BrN2 in total, with properties calculated with ωB97M-V/def2-TZVPD.

Computed properties:
orbital gap = 6.94 eV
energy = -79422.5430 eV
2S+1 = 1
energy relative to the best compared isomer or geometry (same formula, charge and spin) = 4.9 kcal per mole
HOMO = -6.9 eV

Atoms and positions in Å:
C  -0.245  0.144  -2.788
C  -0.684  0.857  -1.521
N  0.075  0.436  -0.354
C  1.419  0.259  -0.200
C  1.611  -0.393  0.973
N  0.363  -0.597  1.518
C  -0.560  -0.155  0.665
C  0.098  -1.252  2.806
H  0.774  0.377  -3.099
H  -0.883  0.195  -3.666
H  -0.207  -0.930  -2.548
H  -1.734  0.863  -1.255
H  -0.472  1.922  -1.659
H  2.134  0.543  -0.950
H  2.444  -0.801  1.518
H  -1.618  -0.063  0.862
H  0.261  -2.327  2.759
H  -0.929  -1.021  3.065
H  0.852  -0.836  3.473
Br  -2.702  2.777  0.400

***

4.
Below is a cluster of 2 separate species, C3H8N3O in total, with properties calculated with ωB97M-V/def2-TZVPD.

Computed properties:
orbital gap = 9.39 eV
energy = -9750.0468 eV
2S+1 = 1
energy relative to the best compared isomer or geometry (same formula, charge and spin) = 55.7 kcal per mole
HOMO = -13.7 eV
total charge = +1

Atoms and positions in Å:
C  0.073  0.762  1.511
C  -0.393  -0.621  1.117
C  0.535  -0.172  -0.847
N  1.813  -0.058  -0.827
N  -0.156  0.099  -1.911
N  -1.716  -0.697  0.916
O  1.211  1.033  1.826
H  -0.700  1.541  1.413
H  0.141  -1.493  1.355
H  2.384  -0.081  -0.047
H  2.220  0.353  -1.703
H  0.237  0.260  -2.760
H  -1.112  0.379  -1.863
H  -2.385  -1.509  1.009
H  -2.152  0.204  0.810

***

5.
Below is an isolated molecule of C4H5NO2, with properties calculated with ωB97M-V/def2-TZVPD.

Computed properties:
orbital gap (spin up / spin down) = 8.21 / 8.70 eV
energy = -9810.9462 eV
structure (SMILES) = O=C1CCC=[N+]1[O-]
2S+1 = 1
energy relative to the best compared isomer or geometry (same formula, charge and spin) = 77.7 kcal per mole
HOMO (spin up / spin down) = -8.8 / -9.1 eV

Atoms and positions in Å:
O  0.923  -3.042  0.394
C  0.376  -1.980  0.396
C  0.889  -0.660  -0.122
C  -0.280  0.327  -0.109
C  -1.295  -0.305  0.741
N  -0.923  -1.775  0.954
O  -1.619  -2.623  1.516
H  1.681  -0.345  0.560
H  1.330  -0.772  -1.111
H  -0.664  0.472  -1.127
H  0.010  1.312  0.264
H  -2.221  0.036  1.149

***

6.
Below is a structure of composition H24O12, with properties calculated with ωB97M-V/def2-TZVPD.

Computed properties:
orbital gap = 10.07 eV
energy = -24957.4510 eV
2S+1 = 1
energy relative to the best compared isomer or geometry (same formula, charge and spin) = 97.9 kcal per mole
HOMO = -9.9 eV

Atoms and positions in Å:
O  2.576  -2.109  -0.855
H  3.049  -1.486  -1.415
H  1.628  -2.007  -1.012
O  0.303  -0.684  1.101
H  0.021  -0.826  0.190
H  1.167  -1.096  1.238
O  2.489  1.142  0.047
H  2.668  1.833  0.705
H  2.261  0.400  0.617
O  -2.890  0.908  2.325
H  -3.259  0.184  2.845
H  -3.598  1.234  1.757
O  -1.568  -3.101  0.088
H  -1.217  -3.595  -0.670
H  -0.827  -2.674  0.530
O  0.704  1.680  2.987
H  0.617  1.752  2.035
H  -0.127  2.035  3.318
O  -3.170  -0.437  -1.377
H  -2.627  -1.124  -1.779
H  -2.675  -0.134  -0.607
O  0.410  -3.857  -1.618
H  1.305  -4.109  -1.360
H  0.140  -4.489  -2.295
O  -0.424  2.536  0.080
H  0.465  2.335  0.394
H  -0.170  2.766  -0.827
O  2.638  1.119  2.909
H  2.810  1.053  3.863
H  1.672  1.081  2.892
O  -0.532  2.848  -2.724
H  -1.357  2.337  -2.767
H  -0.852  3.705  -3.034
O  -0.478  0.033  -2.738
H  -1.167  -0.115  -2.085
H  0.015  0.860  -2.760

***

Which of these has the lowest energy? C6H11BrN2

***

What did the third record say?
Below is a cluster of 2 separate species, C6H11BrN2 in total, with properties calculated with ωB97M-V/def2-TZVPD.

Computed properties:
orbital gap = 6.94 eV
energy = -79422.5430 eV
2S+1 = 1
energy relative to the best compared isomer or geometry (same formula, charge and spin) = 4.9 kcal per mole
HOMO = -6.9 eV

Atoms and positions in Å:
C  -0.245  0.144  -2.788
C  -0.684  0.857  -1.521
N  0.075  0.436  -0.354
C  1.419  0.259  -0.200
C  1.611  -0.393  0.973
N  0.363  -0.597  1.518
C  -0.560  -0.155  0.665
C  0.098  -1.252  2.806
H  0.774  0.377  -3.099
H  -0.883  0.195  -3.666
H  -0.207  -0.930  -2.548
H  -1.734  0.863  -1.255
H  -0.472  1.922  -1.659
H  2.134  0.543  -0.950
H  2.444  -0.801  1.518
H  -1.618  -0.063  0.862
H  0.261  -2.327  2.759
H  -0.929  -1.021  3.065
H  0.852  -0.836  3.473
Br  -2.702  2.777  0.400

***

Look up the 2S+1 of the second one. 1